{"formula": "C24H20BF6N10O6S2W", "method": "ωB97M-V/def2-TZVPD", "elements": ["W", "C", "C", "N", "N", "C", "B", "N", "C", "C", "C", "N", "N", "C", "C", "C", "N", "H", "H", "H", "H", "H", "H", "H", "H", "H", "H", "O", "C", "C", "C", "C", "C", "C", "C", "O", "N", "N", "C", "C", "C", "C", "C", "C", "N", "H", "H", "H", "H", "H", "H", "H", "H", "H", "H", "F", "C", "F", "F", "S", "O", "O", "N", "S", "O", "O", "C", "F", "F", "F"], "coordinates": [[0.5503, 0.1674, 0.1253], [2.3359, -2.7919, 2.8740], [1.2274, -2.1575, 2.3294], [1.6186, -1.1501, 1.5402], [2.9770, -1.1286, 1.5645], [3.4216, -2.1011, 2.3660], [3.7706, -0.0003, 0.8729], [3.1554, 1.3104, 1.3888], [3.6972, 2.3739, 1.9886], [2.6925, 3.2861, 2.2626], [1.5331, 2.6939, 1.7827], [1.8225, 1.4951, 1.2645], [3.5190, -0.0781, -0.6537], [4.3923, -0.1145, -1.6645], [3.6942, -0.0842, -2.8605], [2.3593, -0.0195, -2.4854], [2.2633, -0.0197, -1.1529], [2.3448, -3.6244, 3.5546], [0.1805, -2.3721, 2.4514], [4.4785, -2.2283, 2.5322], [4.9365, -0.0797, 1.1112], [4.7552, 2.4077, 2.1884], [2.7869, 4.2410, 2.7479], [0.5208, 3.0625, 1.7821], [5.4509, -0.1564, -1.4698], [4.0963, -0.0992, -3.8575], [1.4716, 0.0314, -3.0955], [-3.5908, 3.3134, -1.8312], [-2.5767, 4.1439, -1.5690], [-2.8423, 5.5130, -1.6413], [-1.8490, 6.4311, -1.3903], [-0.5536, 6.0201, -1.0564], [-0.2797, 4.6785, -0.9754], [-1.2770, 3.7185, -1.2258], [-0.9396, 2.3185, -1.0976], [0.2606, 1.9781, -0.7020], [-1.8162, 1.3761, -1.3708], [-1.2424, 0.1663, -1.1362], [-1.8195, -0.9165, -1.4949], [-1.0150, -2.1061, -1.2968], [-1.4004, -3.3583, -1.7325], [-0.5100, -4.4119, -1.6158], [0.7498, -4.1606, -1.0944], [1.0554, -2.8855, -0.6601], [0.1859, -1.8716, -0.7230], [-3.2885, 2.3894, -1.7473], [-3.8466, 5.8203, -1.8990], [-2.0768, 7.4871, -1.4540], [0.2199, 6.7507, -0.8665], [0.7135, 4.3326, -0.7224], [-2.7957, -0.9221, -1.9623], [-2.3856, -3.4877, -2.1586], [-0.7870, -5.4048, -1.9424], [1.4924, -4.9405, -1.0118], [2.0292, -2.6700, -0.2451], [-0.5457, -0.5074, 3.9813], [-1.1284, 0.6891, 4.0388], [-2.0086, 0.7048, 5.0208], [-0.1965, 1.6129, 4.2481], [-1.9784, 1.0647, 2.4423], [-0.8920, 0.8991, 1.4404], [-2.4233, 2.4061, 2.5655], [-3.1211, 0.0490, 2.2642], [-2.9976, -1.4108, 1.6479], [-1.6278, -1.8448, 1.4845], [-3.8864, -1.5866, 0.5437], [-3.6599, -2.4143, 3.0425], [-4.8952, -2.0588, 3.3363], [-3.6324, -3.6929, 2.6811], [-2.8769, -2.2432, 4.1060]], "atomic_forces_ev_per_a": [[0.3, -0.2, -0.8], [0.0, 0.0, 0.0], [0.0, 0.0, 0.0], [-0.2, 0.1, -0.1], [0.1, -0.1, 0.0], [0.0, 0.0, 0.0], [0.0, 0.0, 0.0], [0.0, -0.1, -0.1], [0.0, 0.0, 0.0], [0.0, 0.0, 0.0], [0.0, -0.1, 0.0], [0.1, 0.2, 0.0], [0.0, 0.0, 0.0], [0.0, 0.0, -0.1], [0.0, 0.0, 0.0], [0.0, 0.0, 0.0], [-0.2, 0.0, 0.2], [0.0, 0.0, 0.0], [0.0, 0.0, 0.0], [0.0, 0.0, 0.0], [0.0, 0.0, 0.0], [0.0, 0.0, 0.0], [0.0, 0.0, 0.0], [0.0, 0.0, 0.0], [0.0, 0.0, 0.0], [0.0, 0.0, 0.0], [0.0, 0.0, 0.0], [0.0, 0.0, 0.0], [0.1, 0.0, 0.0], [0.0, 0.0, 0.0], [0.0, 0.0, 0.0], [0.0, 0.0, 0.0], [0.0, 0.0, 0.0], [0.0, 0.0, 0.0], [-0.1, -0.1, 0.0], [0.0, 0.3, 0.0], [-0.1, 0.0, -0.1], [0.4, 0.0, 0.2], [0.0, 0.0, 0.0], [0.0, 0.0, 0.0], [-0.1, 0.0, 0.0], [0.1, 0.0, 0.0], [-0.1, -0.1, -0.1], [0.1, 0.0, 0.0], [-0.1, 0.0, 0.1], [0.0, 0.0, 0.0], [0.0, 0.0, 0.0], [0.0, 0.0, 0.0], [0.0, 0.0, 0.0], [0.0, 0.0, 0.0], [0.0, 0.0, 0.0], [0.0, 0.0, 0.0], [0.0, 0.0, 0.0], [0.0, 0.0, 0.0], [0.0, 0.0, 0.0], [0.0, 0.0, 0.0], [0.0, 0.0, -0.1], [0.0, 0.0, 0.0], [0.0, 0.0, 0.0], [0.0, 0.1, -0.2], [-0.1, -0.2, 0.6], [0.0, -0.1, 0.0], [0.0, -0.1, 0.0], [0.0, 0.2, 0.0], [-0.1, -0.1, 0.0], [0.0, 0.0, 0.0], [0.0, 0.0, 0.0], [0.0, 0.0, 0.0], [0.0, 0.0, 0.0], [0.0, 0.0, 0.0]], "lowdin_charge": [1.79, -0.01, -0.12, -0.10, -0.02, -0.04, -0.48, 0.00, -0.03, -0.01, -0.10, -0.09, -0.01, -0.04, -0.02, -0.10, -0.11, 0.11, 0.09, 0.14, 0.13, 0.14, 0.11, 0.12, 0.14, 0.11, 0.12, 0.09, -0.25, 0.01, -0.05, -0.07, -0.02, -0.08, -0.37, -0.20, 0.10, -0.10, -0.03, -0.25, 0.03, 0.00, -0.01, -0.09, -0.02, 0.08, 0.13, 0.11, 0.11, 0.11, 0.15, 0.14, 0.13, 0.12, 0.11, 0.14, -0.67, 0.18, 0.16, 0.65, -0.46, -0.21, -0.26, 0.63, -0.33, -0.25, -0.69, 0.18, 0.16, 0.15], "multiplicity": 3, "total_energy_ev": -92873.9339, "lumo_energy_ev": [-3.9911, -4.7038], "orbital_gap_ev": [6.86, 6.13], "de_lowest_kcal_mol": 0.0, "total_charge": 1}